# 1
DFT (the ωB97M-V functional and the def2-TZVPD basis) results for C33H35N4O3Si2Zn as an isolated structure.

XYZ file:
```
78
Properties=species:S:1:pos:R:3:forces:R:3
Zn -0.829826 -0.632603 -0.340591 0.08 -0.03 0.02
C 2.045978 1.694072 2.781741 0.00 0.02 0.00
O 1.711510 0.925656 1.656077 0.00 0.00 -0.02
C 2.560842 0.985141 0.573639 0.00 -0.03 0.00
C 3.658363 1.823896 0.522936 -0.05 -0.02 0.03
C 4.540418 1.783530 -0.557880 -0.01 0.01 0.00
C 4.301527 0.873064 -1.567340 0.01 -0.02 -0.02
C 3.189636 0.041080 -1.529238 -0.02 0.01 0.03
C 2.256714 0.080274 -0.479077 0.06 0.02 -0.05
N 1.144259 -0.714795 -0.397491 -0.05 -0.04 0.00
N 1.145294 -1.768534 -1.381716 0.07 -0.01 0.10
C 0.848801 -3.057701 -0.811106 -0.04 0.01 0.05
C -0.246945 -3.293466 0.026235 0.01 -0.04 0.01
O -1.135012 -2.395594 0.406113 0.02 0.05 -0.06
C -0.436364 -4.620618 0.528695 -0.03 0.04 0.00
C 0.400744 -5.643043 0.225195 0.06 0.01 -0.04
C 1.544855 -5.418491 -0.581887 -0.05 -0.01 0.02
C 2.456227 -6.455959 -0.880938 0.01 0.00 0.00
C 3.584325 -6.219888 -1.615763 -0.02 -0.02 0.01
C 3.846715 -4.909476 -2.066756 0.01 0.02 0.00
C 2.974462 -3.890404 -1.804300 0.02 -0.02 -0.01
C 1.775476 -4.109273 -1.074333 0.00 0.02 0.02
H 3.034549 1.428702 3.169469 0.01 0.00 0.00
H 1.293943 1.473318 3.537966 0.02 0.00 0.00
H 2.027956 2.768442 2.564823 0.01 0.00 0.00
H 3.854406 2.504390 1.339424 0.01 0.01 0.02
H 5.397624 2.443198 -0.585799 0.00 0.00 0.01
H 4.980504 0.800627 -2.409013 0.01 0.00 0.00
H 3.030355 -0.668519 -2.326330 -0.01 -0.01 -0.01
H -1.306599 -4.771888 1.156752 0.00 0.00 0.00
H 0.213122 -6.641383 0.606237 0.00 -0.01 0.00
H 2.240148 -7.450545 -0.504778 0.01 -0.01 -0.01
H 4.276016 -7.022771 -1.839100 0.00 0.00 0.00
H 4.755227 -4.706141 -2.621663 0.00 0.00 0.00
H 3.191775 -2.884445 -2.131941 0.00 0.00 -0.01
C -0.746458 2.566485 1.090133 -0.02 0.01 0.02
Si -1.699248 1.027747 1.569933 -0.07 -0.02 -0.01
C -0.908898 -0.185705 2.745905 -0.04 0.06 -0.03
C -3.416138 1.535282 2.152079 0.08 0.02 0.05
C -3.871599 2.154176 3.316781 0.00 0.01 0.01
C -5.218078 2.451352 3.452395 0.00 0.00 0.00
C -6.116018 2.135904 2.433668 0.00 0.00 0.00
C -5.673221 1.517598 1.275343 -0.02 0.01 0.02
C -4.319018 1.214147 1.131698 -0.03 -0.02 -0.06
Si -3.343508 0.355870 -0.226517 0.01 0.02 -0.04
C -3.980689 -1.387581 -0.439931 -0.05 0.03 -0.01
C -3.318959 1.426258 -1.766672 -0.05 -0.05 0.05
H -0.411794 3.102809 1.982070 0.01 0.00 0.00
H -1.407181 3.232211 0.530574 -0.02 -0.01 -0.01
H 0.126488 2.335608 0.481906 0.00 0.01 -0.01
H -0.815846 0.285438 3.729556 0.05 -0.03 0.02
H 0.066840 -0.510121 2.388463 0.03 -0.01 0.04
H -1.548799 -1.064029 2.836333 -0.03 0.00 -0.01
H -3.184095 2.403307 4.117986 0.00 0.00 0.00
H -5.580728 2.929860 4.354223 0.01 0.00 0.00
H -7.166014 2.373810 2.554984 0.00 0.00 -0.01
H -6.383090 1.270926 0.493359 0.00 -0.01 0.00
H -4.860696 -1.369934 -1.090402 0.00 -0.02 -0.01
H -4.283305 -1.757062 0.541304 0.01 -0.01 0.01
H -3.249924 -2.085680 -0.840555 0.02 0.00 -0.01
H -4.289047 1.357031 -2.268466 0.01 0.01 -0.02
H -2.535984 1.133989 -2.463877 0.02 0.01 0.00
H -3.166562 2.467822 -1.478085 0.02 0.01 0.00
N -4.124230 -1.868418 -4.861244 0.03 -0.02 -0.01
C -2.925355 -2.588672 -5.035411 -0.03 0.02 -0.01
O -2.902247 -3.491418 -5.867219 0.00 -0.02 0.00
C -1.806409 -2.217423 -4.202042 0.04 0.02 -0.03
C -0.494302 -2.791029 -4.420793 -0.07 0.07 0.01
C 0.548123 -2.419442 -3.676145 0.03 -0.05 -0.01
C 0.442172 -1.367590 -2.609200 0.02 0.06 -0.12
N -0.953228 -0.967140 -2.322919 -0.09 -0.09 0.10
C -1.932266 -1.392059 -3.101046 0.02 0.03 -0.05
H -4.764135 -2.069699 -5.614790 0.00 0.01 0.01
H -4.013153 -0.882133 -4.686828 -0.01 0.00 0.01
H -0.388727 -3.538404 -5.196848 -0.01 -0.01 0.00
H 1.524762 -2.858853 -3.831273 0.01 -0.01 0.02
H 0.979724 -0.459314 -2.916901 -0.04 0.01 -0.03
H -2.931053 -1.073170 -2.815398 0.01 0.00 0.01
```
Forces are in eV/Å.

As for the LUMO energy: 2.21 eV. Its charge is -1. The calculation puts the HOMO energy at -3.9 eV. As for the maximum force: 0.16 eV Å⁻¹. Its HOMO-LUMO gap is 0.225 Eh. For the total energy, the calculation gives -4081.666931 a.u.


# 2
DFT (the ωB97M-V functional and the def2-TZVPD basis) results for a 2-piece molecular cluster, C2H5NO2S overall at a distorted geometry.

XYZ file:
```
11
Properties=species:S:1:pos:R:3:forces:R:3
C 1.105486 0.145298 0.789985 0.31 2.54 0.62
C 0.831711 -1.291164 0.851740 1.20 -1.83 -0.02
N -1.184820 1.030615 -0.634497 -1.95 -2.76 0.49
O -2.342761 1.254652 -2.810677 -0.80 -0.88 -0.11
O 1.234633 0.925147 1.719956 -0.04 -1.23 -0.19
S -2.183705 0.451196 -1.608948 2.18 2.76 0.12
H 1.084262 0.665094 -0.186214 0.37 -0.89 -0.35
H 0.591289 -1.662556 1.866823 0.69 0.20 -0.51
H 1.561681 -1.950363 0.242085 -0.69 1.17 1.35
H -0.044282 -1.427050 0.286354 -1.49 -0.10 -0.82
H -0.653495 1.859131 -0.516607 0.20 1.01 -0.61
```
Forces are in eV/Å.

As for the LUMO energy: -0.91 eV. The value obtained for the energy above the lowest of the compared OMol25 structures with the same formula, charge and spin is 51.4 kcal/mol. The calculation puts the HOMO energy at -9.9 eV. As for the maximum force: 3.52 eV Å⁻¹. Its HOMO-LUMO gap is 0.329 Eh. For the total energy, the calculation gives -682.557596 a.u.


# 3
DFT (the ωB97M-V functional and the def2-TZVPD basis) results for a 2-piece molecular cluster, C8H17IN2 overall at a distorted geometry.

XYZ file:
```
28
Properties=species:S:1:pos:R:3:forces:R:3
C 0.294947 -0.749744 -1.713123 -0.88 0.29 1.76
C 0.851698 -0.829339 0.592948 0.70 0.00 2.29
C 0.102318 -1.839101 1.436482 0.11 0.14 -1.03
C -1.492961 0.711269 -2.439508 2.47 -1.92 -0.28
C 3.957579 0.594921 0.159536 3.38 2.48 -0.29
C -0.636140 -0.325167 -2.707123 -1.99 2.80 1.51
C 2.535410 0.904181 0.599190 0.56 0.18 -0.03
C -3.450689 0.579620 0.915821 0.80 -2.47 0.11
N 1.927485 -0.310291 1.132914 -0.66 -0.08 0.14
N 0.172739 -0.375483 -0.488085 0.94 0.07 0.26
I -5.503772 0.620455 1.745054 1.05 -1.41 0.36
H 1.016405 -1.473911 -1.943345 1.19 -0.95 -0.60
H -0.390997 -1.382802 2.296720 -0.09 0.29 -0.30
H 0.645062 -2.697103 1.838930 0.25 0.12 -0.50
H -0.563629 -2.067841 0.629387 -1.32 -1.44 0.60
H -1.381881 1.192308 -1.487303 -0.23 0.39 0.23
H -2.097686 1.108682 -3.204870 -0.91 0.33 -0.56
H -5.705971 1.822299 0.799753 -0.61 1.41 -0.94
H 4.115992 -0.428332 -0.143450 -0.29 -0.42 0.08
H 4.209785 1.203511 -0.779163 -0.50 -0.74 1.27
H 4.892439 0.880343 0.851401 -2.50 -0.67 -0.99
H -3.437837 0.271064 -0.173603 -0.56 1.05 1.20
H -0.681887 -0.832652 -3.602302 0.16 -0.91 -1.91
H 1.983988 1.150735 -0.298468 -0.26 0.00 -0.07
H 2.332980 1.748803 1.299234 0.69 -0.69 -0.29
H -3.093078 1.551641 1.244257 0.20 -0.15 -0.45
H -2.893170 -0.300100 1.409711 -1.08 1.59 -0.24
H 2.290871 -0.727963 2.029004 -0.64 0.70 -1.33
```
Forces are in eV/Å.

As for the LUMO energy: -7.96 eV. Its charge is +2. The calculation puts the HOMO energy at -16.4 eV. As for the maximum force: 4.21 eV Å⁻¹. Its HOMO-LUMO gap is 0.310 Eh. For the total energy, the calculation gives -721.486562 a.u.


Q: Which of these has the highest LUMO energy?
A: C33H35N4O3Si2Zn


Q: Look up the total energy of the second one.
A: -682.557596 a.u.


Repeat the third record exactly.
DFT (the ωB97M-V functional and the def2-TZVPD basis) results for a 2-piece molecular cluster, C8H17IN2 overall at a distorted geometry.

XYZ file:
```
28
Properties=species:S:1:pos:R:3:forces:R:3
C 0.294947 -0.749744 -1.713123 -0.88 0.29 1.76
C 0.851698 -0.829339 0.592948 0.70 0.00 2.29
C 0.102318 -1.839101 1.436482 0.11 0.14 -1.03
C -1.492961 0.711269 -2.439508 2.47 -1.92 -0.28
C 3.957579 0.594921 0.159536 3.38 2.48 -0.29
C -0.636140 -0.325167 -2.707123 -1.99 2.80 1.51
C 2.535410 0.904181 0.599190 0.56 0.18 -0.03
C -3.450689 0.579620 0.915821 0.80 -2.47 0.11
N 1.927485 -0.310291 1.132914 -0.66 -0.08 0.14
N 0.172739 -0.375483 -0.488085 0.94 0.07 0.26
I -5.503772 0.620455 1.745054 1.05 -1.41 0.36
H 1.016405 -1.473911 -1.943345 1.19 -0.95 -0.60
H -0.390997 -1.382802 2.296720 -0.09 0.29 -0.30
H 0.645062 -2.697103 1.838930 0.25 0.12 -0.50
H -0.563629 -2.067841 0.629387 -1.32 -1.44 0.60
H -1.381881 1.192308 -1.487303 -0.23 0.39 0.23
H -2.097686 1.108682 -3.204870 -0.91 0.33 -0.56
H -5.705971 1.822299 0.799753 -0.61 1.41 -0.94
H 4.115992 -0.428332 -0.143450 -0.29 -0.42 0.08
H 4.209785 1.203511 -0.779163 -0.50 -0.74 1.27
H 4.892439 0.880343 0.851401 -2.50 -0.67 -0.99
H -3.437837 0.271064 -0.173603 -0.56 1.05 1.20
H -0.681887 -0.832652 -3.602302 0.16 -0.91 -1.91
H 1.983988 1.150735 -0.298468 -0.26 0.00 -0.07
H 2.332980 1.748803 1.299234 0.69 -0.69 -0.29
H -3.093078 1.551641 1.244257 0.20 -0.15 -0.45
H -2.893170 -0.300100 1.409711 -1.08 1.59 -0.24
H 2.290871 -0.727963 2.029004 -0.64 0.70 -1.33
```
Forces are in eV/Å.

As for the LUMO energy: -7.96 eV. Its charge is +2. The calculation puts the HOMO energy at -16.4 eV. As for the maximum force: 4.21 eV Å⁻¹. Its HOMO-LUMO gap is 0.310 Eh. For the total energy, the calculation gives -721.486562 a.u.